(i)
Here is a gas-phase ion, C5H8N3 (charge +1) from the Open Molecules 2025 dataset. Energies are from the ωB97M-V functional and the def2-TZVPD basis.

net charge: +1
multiplicity: 1
HOMO energy (alpha / beta): -13.86 / -13.86 eV
orbital gap (alpha / beta): 9.2 / 9.2 eV
lowest unoccupied orbital energy (alpha / beta): -4.64 / -4.64 eV

Structure (XYZ):
```
16
Properties=species:S:1:pos:R:3:nbo_charge:R:1
C 2.5698 0.2981 -0.0838 -0.4339
N 1.1113 0.2433 -0.0606 -0.1016
C 0.5157 -0.9227 -0.4051 0.0700
C -0.8797 -0.9533 -0.4362 -0.2130
C -1.6751 0.1576 0.1046 0.2457
N -3.0272 0.1359 -0.0840 -0.7366
C -0.8866 1.2505 0.4790 -0.0347
N 0.4703 1.3073 0.4233 -0.0989
H 2.9109 1.3520 0.3205 0.2752
H 2.8945 -0.4046 0.6168 0.2245
H 2.9996 -0.1028 -1.0828 0.2462
H 1.1465 -1.6809 -0.7143 0.2415
H -1.3351 -1.8547 -0.6575 0.2412
H -3.7084 -0.5069 -0.3855 0.4365
H -3.5247 0.9849 0.1266 0.4052
H -1.4342 2.0776 0.8929 0.2327
```

***

(ii)
Here is a gas-phase ion, C5H8N3 (charge +1) from the Open Molecules 2025 dataset. Energies are from the ωB97M-V functional and the def2-TZVPD basis.

net charge: +1
multiplicity: 1
HOMO energy: -13.76 eV
orbital gap: 8.9 eV
lowest unoccupied orbital energy: -4.86 eV

Structure (XYZ):
```
16
Properties=species:S:1:pos:R:3:nbo_charge:R:1
C -1.0746 1.8143 0.1631 -0.4643
N -0.0120 0.9872 -0.2902 -0.0640
N 1.1685 1.3291 -0.2338 -0.0800
C 2.2314 0.5491 -0.3210 -0.0378
C 2.2084 -0.7766 0.0681 -0.1363
C 1.0377 -1.5426 0.2234 -0.3391
C -0.2075 -1.1403 -0.0702 0.4754
N -1.3770 -1.5261 -0.4336 -0.7155
H -0.7481 2.8549 0.2202 0.2531
H -1.9134 1.7238 -0.5273 0.2281
H -1.3967 1.5039 1.1595 0.2395
H 3.1591 1.0682 -0.5062 0.2419
H 3.1470 -1.2621 0.2903 0.2546
H 1.1346 -2.5309 0.6716 0.2776
H -1.5161 -2.3485 -1.0130 0.4357
H -2.2027 -0.9742 -0.2314 0.4311
```

***

Most stable one: (i), least stable one: (ii).

***

(i)
Here is 2 unconnected molecules or ions with the total composition C3H2Cl3N from the Open Molecules 2025 dataset. Energies are from the ωB97M-V functional and the def2-TZVPD basis.

multiplicity: 1
HOMO energy (alpha / beta): -11.02 / -9.75 eV
orbital gap (alpha / beta): 8.3 / 6.2 eV
lowest unoccupied orbital energy (alpha / beta): -2.71 / -3.57 eV

Structure (XYZ):
```
9
Properties=species:S:1:pos:R:3:nbo_charge:R:1
C 0.8236 -0.6344 1.1459 0.1562
C -1.0571 0.3394 -0.3242 -0.4615
C 0.1381 -0.5639 -0.0687 0.0028
N 1.5073 -0.7824 2.0990 -0.1599
Cl -1.4067 1.6665 0.8807 -0.0281
Cl 2.3843 0.8986 -0.8962 -0.2742
Cl 0.4850 -1.6848 -1.2649 0.1977
H -0.7438 0.9353 -1.2424 0.2841
H -2.1306 -0.1744 -0.3292 0.2830
```

***

(ii)
Here is C3H2Cl3N in the gas phase from the Open Molecules 2025 dataset. Energies are from the ωB97M-V functional and the def2-TZVPD basis.

multiplicity: 1
HOMO energy: -11.42 eV
orbital gap: 10.4 eV
lowest unoccupied orbital energy: -1.06 eV

Structure (XYZ):
```
9
Properties=species:S:1:pos:R:3:nbo_charge:R:1
N -1.5787 0.6869 -2.0490 -0.2153
C -1.0983 0.1660 -1.1255 0.1952
C -0.3697 -0.3529 0.0285 -0.0174
Cl -1.4697 0.4785 1.5701 -0.1200
Cl -0.6201 -2.0885 0.0146 0.0854
C 1.0588 0.0178 0.3835 -0.4075
Cl 1.2429 1.7642 0.0188 -0.0159
H 1.0583 -0.2123 1.3967 0.2483
H 1.7766 -0.4597 -0.2378 0.2472
```

***

Most stable one: (ii), least stable one: (i).

***

(i)
Here is 7 unconnected molecules or ions with the total composition H14O6S2 from the Open Molecules 2025 dataset. Energies are from the ωB97M-V functional and the def2-TZVPD basis.

multiplicity: 1
HOMO energy: -8.53 eV
orbital gap: 8.2 eV
lowest unoccupied orbital energy: -0.34 eV

Structure (XYZ):
```
22
Properties=species:S:1:pos:R:3:nbo_charge:R:1
S 2.9032 2.2321 -0.7862 -0.1223
S 3.3176 0.9736 0.8717 -0.1713
H 1.7620 2.7554 -0.3889 0.1315
H 2.1455 0.4892 1.3843 0.1582
O 0.8219 -2.8553 -0.8167 -0.9236
H 0.8668 -2.2247 -1.5752 0.4734
H -0.0452 -2.3829 -0.4256 0.4529
O 1.0491 -1.4936 2.0958 -0.9687
H 1.5759 -2.1992 2.6545 0.4902
H 0.9947 -2.0067 1.3287 0.4802
O -0.4852 2.2329 -2.6301 -0.9364
H -1.3654 1.7737 -2.6897 0.4697
H -0.5597 2.5896 -3.5618 0.4658
O -3.0463 -2.2471 -1.5523 -0.9214
H -2.2497 -1.6701 -1.5103 0.4532
H -3.3664 -1.9236 -2.5389 0.4684
O -2.6406 2.7159 -0.9243 -0.9369
H -2.9289 3.5735 -0.6809 0.4778
H -1.9964 2.4179 -0.4409 0.4600
O 1.3829 -0.7901 4.3393 -0.9383
H 0.7786 -1.5950 4.3192 0.4563
H 1.0857 -0.3655 3.5283 0.4812
```

***

(ii)
Here is 7 unconnected molecules or ions with the total composition H14O6S2 from the Open Molecules 2025 dataset. Energies are from the ωB97M-V functional and the def2-TZVPD basis.

multiplicity: 1
HOMO energy: -8.92 eV
orbital gap: 9.1 eV
lowest unoccupied orbital energy: 0.21 eV

Structure (XYZ):
```
22
Properties=species:S:1:pos:R:3:nbo_charge:R:1
S -3.7219 -0.1462 -0.4276 -0.1808
S -3.2862 1.8337 -0.4868 -0.1221
H -3.9750 -0.6038 0.8724 0.1476
H -4.1752 2.3240 -1.4924 0.1567
O 0.5307 -1.2504 -1.2590 -0.9595
H 0.0355 -0.8116 -0.5496 0.4848
H 0.0181 -1.2721 -2.0673 0.4782
O -0.6861 3.2695 -2.9375 -0.9620
H 0.1038 3.7812 -2.5210 0.4861
H -0.4372 2.3272 -3.0381 0.4761
O 3.2145 -0.7354 0.6817 -0.9671
H 3.0046 -1.6707 0.5783 0.4875
H 3.4831 -0.5329 1.5876 0.4816
O 3.5223 -3.8879 1.2908 -0.9463
H 4.0294 -3.1440 1.5907 0.4709
H 3.4655 -4.5353 1.9957 0.4756
O 3.7044 -1.2826 4.5963 -0.9424
H 3.7291 -0.8581 5.4572 0.4748
H 3.7221 -2.2191 4.7866 0.4679
O 1.7140 1.2457 -1.1707 -0.9591
H 1.7379 0.7015 -0.3701 0.4806
H 1.4932 0.5664 -1.8138 0.4709
```

***

Most stable one: (ii), least stable one: (i).

***

(i)
Here is 3 unconnected molecules or ions with the total composition C6H18O3 from the Open Molecules 2025 dataset. Energies are from the ωB97M-V functional and the def2-TZVPD basis.

multiplicity: 1
HOMO energy: -9.48 eV
orbital gap: 10.2 eV
lowest unoccupied orbital energy: 0.68 eV

Structure (XYZ):
```
27
Properties=species:S:1:pos:R:3:nbo_charge:R:1
C 21.7158 -5.1640 -12.2977 -0.6753
C 22.9902 -5.8106 -11.6168 -0.0510
O 22.4810 -6.8648 -10.9709 -0.7070
H 21.2796 -4.4100 -11.6426 0.1884
H 20.9113 -5.8418 -12.5832 0.2029
H 21.9795 -4.5512 -13.1597 0.2323
H 23.3446 -5.1379 -10.8358 0.1454
H 23.8349 -6.0078 -12.2769 0.1768
H 21.5990 -6.5992 -10.7004 0.4664
C 22.5609 -6.3929 -14.9257 -0.6431
C 21.0911 -6.7801 -14.7612 -0.0633
O 20.5258 -7.0894 -16.0809 -0.7510
H 22.6906 -5.6347 -15.6980 0.2104
H 23.1371 -7.2277 -15.3249 0.2187
H 23.1052 -6.1596 -14.0106 0.2253
H 20.4124 -6.0738 -14.2830 0.1629
H 20.9852 -7.7348 -14.2460 0.1694
H 19.8768 -7.7946 -16.0265 0.4682
C 22.1995 -1.5672 -13.2180 -0.6228
C 22.5072 -3.0034 -13.2549 -0.0675
O 23.3898 -3.1983 -14.3760 -0.7266
H 22.0405 -1.2904 -14.2602 0.2046
H 23.1161 -1.1703 -12.7816 0.2076
H 21.3417 -1.1992 -12.6551 0.2106
H 21.5463 -3.4348 -13.5353 0.1590
H 22.8845 -3.3344 -12.2873 0.1888
H 22.8678 -3.2243 -15.1813 0.4699
```

***

(ii)
Here is 3 unconnected molecules or ions with the total composition C6H18O3 from the Open Molecules 2025 dataset. Energies are from the ωB97M-V functional and the def2-TZVPD basis.

multiplicity: 1
HOMO energy: -9.78 eV
orbital gap: 10.5 eV
lowest unoccupied orbital energy: 0.72 eV

Structure (XYZ):
```
27
Properties=species:S:1:pos:R:3:nbo_charge:R:1
C -12.0437 21.7270 -24.1532 -0.6312
C -10.8368 21.0667 -24.7653 -0.0616
O -11.2172 20.5405 -26.0353 -0.7257
H -12.9006 21.0532 -24.1888 0.2249
H -12.2961 22.7007 -24.5682 0.2109
H -11.8707 21.9007 -23.0854 0.2082
H -10.5034 20.2455 -24.1201 0.1538
H -10.0014 21.7693 -24.8578 0.1559
H -10.4893 20.0272 -26.3932 0.4653
C -17.3587 16.2506 -24.1012 -0.6320
C -17.7185 15.9210 -22.6834 -0.0580
O -17.2861 17.0097 -21.8301 -0.7465
H -17.7298 15.4540 -24.7535 0.2102
H -16.2869 16.3607 -24.2388 0.2271
H -17.8788 17.1487 -24.4367 0.2181
H -17.1845 15.0368 -22.3190 0.1569
H -18.7787 15.7383 -22.4979 0.1660
H -17.1275 16.6183 -20.9658 0.4666
C -12.4664 18.2031 -21.8639 -0.6269
C -13.6911 17.4247 -22.3282 -0.0628
O -14.7861 18.2650 -22.6291 -0.7309
H -12.5882 18.4349 -20.8027 0.1968
H -12.3786 19.1412 -22.4098 0.2148
H -11.5682 17.6065 -22.0197 0.2032
H -13.9264 16.6302 -21.6164 0.1538
H -13.3660 16.9363 -23.2576 0.1525
H -15.4903 18.0453 -22.0099 0.4906
```

***

Most stable one: (ii), least stable one: (i).

***

(i)
Here is 2 unconnected molecules or ions with the total composition CN2O3S from the Open Molecules 2025 dataset. Energies are from the ωB97M-V functional and the def2-TZVPD basis.

multiplicity: 1
HOMO energy (alpha / beta): -10.01 / -9.98 eV
orbital gap (alpha / beta): 8.0 / 8.0 eV
lowest unoccupied orbital energy (alpha / beta): -2.02 / -2.00 eV

Structure (XYZ):
```
7
Properties=species:S:1:pos:R:3:nbo_charge:R:1
C 1.4403 0.8495 0.0212 0.2650
N 1.9914 1.4035 0.9314 -0.1881
N 0.9317 1.0769 -1.1107 0.0996
O -2.8320 -0.7832 0.9221 -0.8175
O 0.8098 0.5297 -2.1616 -0.1780
O -0.5261 -1.2759 0.7168 -0.8488
S -1.8151 -1.8005 0.6808 1.6679
```

***

(ii)
Here is 2 unconnected molecules or ions with the total composition CN2O3S from the Open Molecules 2025 dataset. Energies are from the ωB97M-V functional and the def2-TZVPD basis.

multiplicity: 1
HOMO energy (alpha / beta): -9.87 / -11.47 eV
orbital gap (alpha / beta): 6.4 / 9.1 eV
lowest unoccupied orbital energy (alpha / beta): -3.43 / -2.36 eV

Structure (XYZ):
```
7
Properties=species:S:1:pos:R:3:nbo_charge:R:1
C 0.6408 -0.7120 -0.1696 -0.0944
N 0.7101 -1.3966 -1.0808 -0.2153
N -1.8210 0.6591 -0.6100 0.4833
O -0.6938 1.1038 -0.3219 -0.3377
O -2.0589 -0.4337 -0.2291 -0.2782
O 2.3099 0.5790 1.1737 -0.7345
S 0.9129 0.2004 1.2377 1.1767
```

***

Most stable one: (i), least stable one: (ii).

***

(i)
Here is 2 unconnected molecules or ions with the total composition C5H14O3 from the Open Molecules 2025 dataset. Energies are from the ωB97M-V functional and the def2-TZVPD basis.

multiplicity: 1
HOMO energy: -9.86 eV
orbital gap: 10.7 eV
lowest unoccupied orbital energy: 0.80 eV

Structure (XYZ):
```
22
Properties=species:S:1:pos:R:3:nbo_charge:R:1
C 0.0000 0.0000 0.0000 -0.5966
C -0.9266 1.1876 0.0884 -0.4118
C -0.3283 2.4936 0.4974 -0.0738
O 0.2242 3.0640 -0.6076 -0.5415
C 0.9053 4.2338 -0.2377 0.2437
O 1.6085 4.8475 -1.1811 -0.5095
C 0.8097 5.5673 -2.0873 -0.2620
H -0.6329 -0.8915 -0.1459 0.2051
H 0.5192 -0.0919 0.9688 0.1969
H 0.7559 0.0301 -0.8027 0.2061
H -1.3610 1.2411 -0.9284 0.2077
H -1.7119 0.8083 0.7704 0.1999
H -1.1605 3.1038 0.8979 0.1604
H 0.3765 2.2989 1.3286 0.1611
H 0.1699 4.8722 0.2889 0.1193
H 1.6742 3.9290 0.4980 0.1482
H 0.0812 4.9191 -2.6028 0.1822
H 1.3853 6.1229 -2.8466 0.1980
H 0.2575 6.2914 -1.4649 0.1659
O -1.9054 -2.9679 1.9327 -0.9397
H -1.8202 -3.9039 1.6413 0.4712
H -2.5562 -2.5724 1.3096 0.4692
```

***

(ii)
Here is 3 unconnected molecules or ions with the total composition C5H14O3 from the Open Molecules 2025 dataset. Energies are from the ωB97M-V functional and the def2-TZVPD basis.

multiplicity: 1
HOMO energy: -9.69 eV
orbital gap: 10.3 eV
lowest unoccupied orbital energy: 0.65 eV

Structure (XYZ):
```
22
Properties=species:S:1:pos:R:3:nbo_charge:R:1
C -1.3408 1.9968 1.5793 -0.4077
C -0.4964 1.1940 0.9602 -0.1641
C -0.6266 -0.3425 1.0178 -0.4440
C -1.0244 -0.8390 -0.3631 -0.4267
C 0.2576 -1.0408 -1.2958 -0.0449
O 1.0942 -1.8903 -0.5869 -0.7490
H -1.4132 3.0749 1.6089 0.2020
H -2.1357 1.6142 2.2303 0.1834
H 0.1856 1.4030 0.1322 0.1963
H -1.3436 -0.5673 1.8110 0.2086
H 0.3453 -0.6805 1.3844 0.2047
H -1.3696 -1.8753 -0.3058 0.2104
H -1.8048 -0.2056 -0.8021 0.2107
H 0.7204 -0.0871 -1.5859 0.1472
H 0.0092 -1.5128 -2.2676 0.1822
H 1.3705 -1.6985 0.2914 0.4874
O 2.1994 -2.4985 2.3378 -0.9439
H 1.6879 -3.1650 1.8603 0.4709
H 2.1739 -2.8563 3.2432 0.4764
O 0.6871 3.6608 -3.5746 -0.9268
H -0.2045 3.5497 -3.9394 0.4637
H 1.0287 2.7660 -3.7358 0.4633
```

***

Most stable one: (i), least stable one: (ii).

***

(i)
Here is 2 unconnected molecules or ions with the total composition C9H14N2 from the Open Molecules 2025 dataset. Energies are from the ωB97M-V functional and the def2-TZVPD basis.

multiplicity: 1
HOMO energy: -8.40 eV
orbital gap: 8.9 eV
lowest unoccupied orbital energy: 0.51 eV

Structure (XYZ):
```
25
Properties=species:S:1:pos:R:3:nbo_charge:R:1
C -2.3097 -2.3664 0.9503 -0.1853
C -0.8222 -3.8755 0.6605 0.1498
C -1.1362 -1.7417 0.6932 0.1526
C -0.2582 0.9340 1.8694 -0.5110
C -0.3773 0.4590 0.6633 0.2037
C -1.2699 2.0476 -0.9895 -0.5846
C 1.1969 1.5167 -0.9113 -0.5864
C 1.2055 -2.4643 0.2139 -0.3933
C -0.2201 0.9641 -0.7144 -0.3534
N -2.0930 -3.7116 0.9198 -0.4539
N -0.1776 -2.6942 0.5135 -0.4097
H -3.2799 -1.9596 1.1466 0.2109
H -0.3323 -4.8262 0.5749 0.1888
H 0.0478 1.9589 2.0496 0.2120
H -0.4596 0.3562 2.7516 0.2377
H -1.1626 2.4210 -2.0058 0.2107
H -1.1477 2.8793 -0.2980 0.2028
H -2.2724 1.6434 -0.8704 0.2200
H 1.3107 1.8960 -1.9242 0.2131
H 1.3863 2.3303 -0.2141 0.2037
H 1.9410 0.7400 -0.7452 0.2105
H 1.6082 -1.7095 0.8917 0.2164
H 1.7608 -3.3954 0.3307 0.2135
H 1.3250 -2.1084 -0.8135 0.1997
H -0.3790 0.1502 -1.4288 0.2318
```

***

(ii)
Here is C9H14N2 in the gas phase from the Open Molecules 2025 dataset. Energies are from the ωB97M-V functional and the def2-TZVPD basis.

multiplicity: 1
HOMO energy: -7.35 eV
orbital gap: 8.0 eV
lowest unoccupied orbital energy: 0.68 eV

Structure (XYZ):
```
25
Properties=species:S:1:pos:R:3:nbo_charge:R:1
C 0.8911 -0.9992 -1.9229 -0.4152
N 0.1555 -0.0329 -1.0752 -0.4396
C 0.2880 1.4200 -1.4231 -0.1854
C 1.7054 1.8775 -1.2247 -0.5358
C 2.0372 1.9646 0.1722 0.2910
N 2.2542 2.1413 1.3165 -0.3264
C -0.4966 -0.4528 0.0871 0.2081
C -0.5022 -1.7469 0.5385 -0.3157
C -1.1463 -1.8750 1.8724 -0.4215
C -1.7744 -0.5021 2.1265 -0.3899
C -1.2791 0.4206 1.0011 -0.4540
H 1.7425 -1.4066 -1.3602 0.1957
H 0.2653 -1.8435 -2.2514 0.2104
H 1.3375 -0.5455 -2.7956 0.2022
H -0.4027 2.0436 -0.8225 0.2248
H 0.0396 1.6088 -2.4840 0.1985
H 2.3753 1.1174 -1.6223 0.2483
H 1.8558 2.8443 -1.7134 0.2527
H -0.0709 -2.6079 0.0200 0.2036
H -0.3568 -2.0869 2.6358 0.1982
H -1.8819 -2.7044 1.8684 0.2003
H -2.8681 -0.5829 2.0969 0.2059
H -1.4833 -0.0656 3.1046 0.2114
H -0.5643 1.1357 1.4092 0.2212
H -2.1210 0.8784 0.4461 0.2113
```

***

Most stable one: (ii), least stable one: (i).

***

(i)
Here is C3H4FNS in the gas phase from the Open Molecules 2025 dataset. Energies are from the ωB97M-V functional and the def2-TZVPD basis.

multiplicity: 1
HOMO energy: -8.66 eV
orbital gap: 9.0 eV
lowest unoccupied orbital energy: 0.34 eV

Structure (XYZ):
```
10
Properties=species:S:1:pos:R:3:nbo_charge:R:1
F 2.4860 0.3056 -0.1712 -0.3384
C 1.6636 -0.7628 -0.0532 0.1895
C 0.3562 -0.6094 0.0180 -0.1177
N -0.3039 0.6350 -0.0379 -0.5695
C -1.6269 0.7659 0.0274 -0.0543
S -2.7813 -0.4125 -0.1333 -0.1559
H 2.1241 -1.7258 0.1169 0.1854
H -0.3053 -1.4686 0.1748 0.2511
H 0.2929 1.4529 -0.0200 0.4149
H -1.9053 1.8198 0.0785 0.1950
```

***

(ii)
Here is 2 unconnected molecules or ions with the total composition C3H4FNS from the Open Molecules 2025 dataset. Energies are from the ωB97M-V functional and the def2-TZVPD basis.

multiplicity: 1
HOMO energy: -8.20 eV
orbital gap: 7.4 eV
lowest unoccupied orbital energy: -0.76 eV

Structure (XYZ):
```
10
Properties=species:S:1:pos:R:3:nbo_charge:R:1
C -0.8111 0.4010 -0.1078 0.0262
C -0.2595 -0.8955 -0.1017 0.2111
C 1.1293 -1.2767 -0.1957 -0.3776
H 0.7951 1.6583 0.0513 0.4153
H -1.0168 2.4772 0.7076 0.3660
H -1.8627 0.5596 -0.1002 0.2013
H 1.1404 -2.4496 -0.1928 0.2167
N -0.2451 1.6199 -0.1705 -0.7431
F -1.1801 -1.8177 0.0813 -0.3220
S 2.3107 -0.2764 0.0283 0.0060
```

***

Most stable one: (i), least stable one: (ii).